(1)
Molecular formula: C44H40ClInN2P2Se
Method: DFT, ωB97M-V with the def2-TZVPD basis set

Atoms and positions in Å:
In (-0.806, 1.083, -0.739)
Cl (-1.839, 2.913, -1.860)
P (1.115, 2.167, 1.122)
P (0.053, -0.644, -2.688)
C (0.312, 1.968, 2.767)
C (0.929, 3.988, 0.883)
C (2.913, 2.073, 1.587)
C (1.308, -1.957, -3.052)
C (-1.509, -1.603, -2.801)
C (-0.016, 0.243, -4.296)
C (0.971, 1.562, 3.943)
C (0.233, 1.217, 5.085)
C (-1.162, 1.294, 5.082)
C (-1.824, 1.757, 3.938)
C (-1.084, 2.124, 2.813)
H (2.060, 1.534, 3.983)
H (0.754, 0.883, 5.989)
H (-1.740, 0.992, 5.960)
H (-2.914, 1.849, 3.916)
H (-1.615, 2.519, 1.939)
C (3.487, 0.814, 1.879)
C (4.850, 0.664, 2.137)
C (5.685, 1.786, 2.181)
C (5.132, 3.052, 1.959)
C (3.764, 3.195, 1.674)
H (2.869, -0.084, 1.890)
H (5.256, -0.338, 2.310)
H (6.753, 1.661, 2.383)
H (5.774, 3.935, 2.016)
H (3.364, 4.202, 1.547)
C (0.589, 4.897, 1.900)
C (0.345, 6.243, 1.599)
C (0.474, 6.705, 0.283)
C (0.869, 5.820, -0.730)
C (1.099, 4.477, -0.429)
H (0.506, 4.564, 2.936)
H (0.053, 6.937, 2.394)
H (0.264, 7.750, 0.041)
H (0.992, 6.170, -1.761)
H (1.385, 3.785, -1.225)
C (-2.686, -0.942, -3.202)
C (-3.927, -1.559, -3.040)
C (-4.005, -2.821, -2.454)
C (-2.839, -3.481, -2.053)
C (-1.591, -2.888, -2.236)
H (-2.635, 0.068, -3.619)
H (-4.828, -1.035, -3.369)
H (-4.982, -3.280, -2.290)
H (-2.906, -4.463, -1.584)
H (-0.677, -3.409, -1.937)
C (2.077, -2.506, -2.006)
C (2.982, -3.537, -2.247)
C (3.135, -4.066, -3.531)
C (2.389, -3.523, -4.583)
C (1.498, -2.472, -4.345)
H (1.982, -2.126, -0.996)
H (3.560, -3.923, -1.408)
H (3.835, -4.888, -3.704)
H (2.498, -3.910, -5.598)
H (0.946, -2.055, -5.183)
C (-0.647, -0.289, -5.432)
C (-0.743, 0.457, -6.607)
C (-0.196, 1.744, -6.662)
C (0.477, 2.264, -5.548)
C (0.575, 1.519, -4.371)
H (-1.085, -1.290, -5.413)
H (-1.256, 0.025, -7.466)
H (-0.304, 2.339, -7.571)
H (0.917, 3.264, -5.588)
H (1.072, 1.926, -3.483)
H (2.599, -0.829, 0.251)
H (2.824, -0.487, -0.346)
C (-4.617, -1.770, 2.157)
N (-3.214, -2.055, 2.341)
C (-2.244, -1.449, 1.618)
Se (-2.824, -0.116, 0.399)
N (-1.066, -2.035, 2.049)
C (-1.318, -2.994, 3.041)
C (-0.494, -3.865, 3.774)
C (-1.119, -4.733, 4.688)
C (-2.519, -4.728, 4.874)
C (-3.327, -3.846, 4.123)
C (-2.687, -3.003, 3.224)
H (-4.782, -0.691, 2.277)
H (-5.150, -2.357, 2.903)
H (-4.912, -2.030, 1.130)
H (-0.135, -1.820, 1.717)
H (0.585, -3.882, 3.643)
H (-0.542, -5.444, 5.286)
H (-2.937, -5.418, 5.612)
H (-4.411, -3.788, 4.213)

Values from the calculation:
molar mass: 888.00 g/mol
multiplicity: 1
E_HOMO: -13.66 eV
HOMO-LUMO gap: 0.2605 Eh
LUMO: -6.575 eV
electronic energy: -150865.0852 eV
total charge: +2

***

(2)
Molecular formula: C44H40F7NO27
Method: DFT, ωB97M-V with the def2-TZVPD basis set

Atoms and positions in Å:
C (-2.272, 3.106, 2.894)
C (-2.336, 1.727, 2.534)
C (-2.435, 0.205, 1.856)
C (-3.625, -0.074, 0.722)
C (-3.663, -1.598, 0.075)
C (-2.569, -2.771, 0.548)
C (-1.395, -2.494, 1.662)
C (-1.331, -0.967, 2.305)
C (-0.129, -0.617, 3.413)
C (1.138, -0.025, 2.496)
O (0.849, 1.043, 1.701)
C (-2.675, -4.268, -0.189)
O (-2.556, -5.381, 0.541)
C (-2.980, -4.218, -1.818)
C (-4.083, -3.051, -2.286)
C (-4.485, -2.877, -3.866)
C (-3.727, -3.870, -4.978)
C (-4.176, -3.582, -6.562)
N (-3.040, -2.822, -7.209)
C (-2.597, -5.013, -4.549)
C (-1.841, -5.936, -5.673)
O (-2.703, -6.438, -6.754)
C (-3.770, -7.310, -6.234)
C (-2.229, -5.209, -2.929)
C (-1.155, -6.341, -2.375)
C (0.368, -5.719, -2.153)
O (0.633, -4.766, -1.230)
O (1.464, -6.284, -2.978)
C (-4.749, -2.070, -1.106)
O (-6.033, -1.701, -1.119)
H (-2.378, 4.107, 3.534)
H (-4.390, 0.759, 0.406)
H (-0.666, -3.368, 1.935)
H (0.303, -1.605, 3.919)
H (-0.471, 0.155, 4.223)
H (2.206, -0.523, 2.489)
H (-5.260, -2.055, -4.225)
H (-5.134, -2.870, -6.589)
H (-4.497, -4.561, -7.127)
H (-2.228, -2.838, -6.523)
H (-3.282, -1.793, -7.264)
H (-1.032, -5.229, -6.192)
H (-1.245, -6.850, -5.251)
H (-4.732, -6.651, -6.123)
H (-3.373, -7.736, -5.193)
H (-3.897, -8.187, -7.025)
H (-1.022, -7.259, -3.121)
H (-1.459, -6.817, -1.342)
H (1.968, -5.534, -3.426)
O (4.740, 5.114, 5.265)
C (3.901, 4.802, 4.437)
O (3.140, 3.668, 4.505)
C (2.213, 3.744, 3.441)
C (2.892, 4.666, 2.486)
F (1.988, 5.394, 1.793)
O (3.614, 5.537, 3.326)
H (1.264, 4.145, 3.815)
H (2.030, 2.757, 3.008)
H (3.579, 4.168, 1.794)
O (-6.240, -1.345, -6.752)
C (-7.259, -1.824, -6.284)
O (-8.416, -1.121, -6.084)
C (-9.384, -2.058, -5.657)
C (-8.546, -3.154, -5.093)
F (-9.144, -4.355, -5.263)
O (-7.383, -3.122, -5.889)
H (-9.981, -2.381, -6.516)
H (-10.052, -1.619, -4.911)
H (-8.276, -3.017, -4.041)
O (3.127, -0.743, 5.234)
C (3.878, -0.024, 5.871)
O (3.460, 0.959, 6.725)
C (4.620, 1.461, 7.357)
C (5.695, 1.105, 6.387)
F (6.860, 0.857, 7.027)
O (5.238, -0.099, 5.815)
H (4.746, 0.969, 8.327)
H (4.544, 2.539, 7.517)
H (5.854, 1.850, 5.600)
O (9.333, 8.661, 2.622)
C (8.617, 7.743, 2.986)
O (7.652, 7.858, 3.949)
C (6.969, 6.621, 3.979)
C (7.977, 5.681, 3.411)
F (7.373, 4.679, 2.734)
O (8.686, 6.477, 2.488)
H (6.063, 6.692, 3.368)
H (6.683, 6.356, 5.001)
H (8.671, 5.267, 4.150)
O (-1.729, -11.021, -1.851)
C (-1.804, -10.542, -0.732)
O (-1.311, -9.313, -0.388)
C (-1.713, -9.081, 0.947)
C (-1.931, -10.462, 1.464)
F (-2.913, -10.479, 2.394)
O (-2.380, -11.171, 0.331)
H (-2.627, -8.478, 0.951)
H (-0.938, -8.547, 1.503)
H (-1.030, -10.939, 1.863)
O (5.166, 9.706, 0.691)
C (5.294, 8.560, 0.295)
O (5.475, 7.480, 1.115)
C (5.446, 6.338, 0.283)
C (5.820, 6.897, -1.047)
F (5.219, 6.210, -2.045)
O (5.283, 8.200, -1.019)
H (4.440, 5.906, 0.294)
H (6.156, 5.582, 0.630)
H (6.899, 6.947, -1.226)
O (0.360, 7.126, 3.153)
C (0.260, 8.019, 2.327)
O (1.313, 8.764, 1.872)
C (0.803, 9.588, 0.843)
C (-0.648, 9.658, 1.173)
F (-1.393, 9.776, 0.051)
O (-0.915, 8.401, 1.753)
H (0.995, 9.117, -0.128)
H (1.281, 10.572, 0.855)
H (-0.910, 10.452, 1.880)

Values from the calculation:
molar mass: 1147.77 g/mol
multiplicity: 1
E_HOMO: -8.60 eV
HOMO-LUMO gap: 0.2499 Eh
LUMO: -1.803 eV
electronic energy: -122043.4908 eV
total charge: 0

***

(3)
Molecular formula: C44H40N8ScSi
Method: DFT, ωB97M-V with the def2-TZVPD basis set

Atoms and positions in Å:
Sc (-0.713, -1.540, 0.246)
C (-0.259, 1.132, -3.618)
C (-1.039, 0.719, -2.482)
N (-0.442, 0.637, -1.256)
C (0.961, 0.660, -1.300)
C (1.747, 0.993, -2.390)
C (1.139, 1.396, -3.628)
C (3.160, 1.174, -2.233)
C (3.878, 0.621, -1.209)
C (3.195, 0.346, 0.048)
C (1.757, 0.483, -0.038)
N (0.858, 0.311, 1.101)
C (1.508, -0.227, 2.302)
C (2.088, 0.525, 3.232)
C (2.231, -0.021, 4.526)
C (1.729, -1.174, 4.957)
C (1.183, -1.958, 3.949)
C (0.952, -3.438, 3.993)
C (-0.335, -3.936, 3.523)
C (-0.751, -3.349, 2.286)
N (-0.055, -2.308, 1.833)
C (0.879, -1.488, 2.621)
H (-0.972, 1.399, -4.371)
H (-1.915, 0.197, -2.726)
H (1.639, 1.877, -4.472)
H (3.781, 1.555, -2.988)
H (5.024, 0.565, -1.334)
H (3.524, 0.392, 1.047)
H (2.461, 1.416, 3.061)
H (2.926, 0.415, 5.333)
H (1.661, -1.641, 6.006)
H (1.498, -4.292, 4.391)
H (-1.049, -3.513, 4.372)
H (-0.626, -4.858, 3.500)
C (3.902, -3.227, -2.654)
C (3.612, -3.145, -1.321)
C (2.411, -2.826, -0.746)
C (1.318, -2.831, -1.695)
C (1.489, -2.998, -3.008)
C (2.762, -3.187, -3.494)
N (0.030, -2.719, -1.212)
C (-1.041, -3.543, -1.521)
C (-0.945, -4.685, -2.360)
C (-2.031, -5.557, -2.550)
C (-3.310, -5.188, -2.111)
C (-3.455, -4.146, -1.256)
C (-2.435, -3.067, -1.194)
N (-2.591, -1.754, -0.783)
N (-3.757, -0.965, -0.795)
C (-4.127, -0.489, 0.322)
C (-3.608, -0.776, 1.614)
C (-3.860, -0.017, 2.664)
C (-4.626, 1.211, 2.562)
C (-5.178, 1.525, 1.267)
N (-4.967, 0.607, 0.208)
H (4.848, -3.383, -3.067)
H (4.477, -3.275, -0.685)
H (2.425, -2.527, 0.381)
H (0.623, -3.082, -3.700)
H (3.139, -3.254, -4.637)
H (0.061, -5.066, -2.763)
H (-2.124, -6.535, -3.092)
H (-4.238, -5.743, -2.217)
H (-4.456, -3.823, -1.242)
H (-3.055, -1.622, 1.662)
H (-3.326, -0.323, 3.624)
H (-4.718, 1.938, 3.411)
H (-5.825, 2.554, 1.007)
H (-5.265, 0.768, -0.803)
C (-0.005, 1.458, 1.606)
Si (0.468, 3.301, 1.422)
C (1.636, 3.959, 2.788)
C (-0.957, 4.303, 1.945)
N (1.020, 3.649, -0.056)
C (0.822, 4.031, -1.226)
C (1.957, 4.561, -2.112)
C (1.686, 4.956, -3.451)
C (0.379, 5.002, -3.953)
C (-0.656, 4.450, -3.065)
C (-0.519, 3.984, -1.788)
H (-0.044, 1.393, 2.739)
H (-3.260, 3.049, 5.831)
H (-0.950, 1.462, 1.052)
H (1.649, 4.954, 3.175)
H (2.772, 3.609, 2.722)
H (1.474, 3.397, 3.484)
H (-0.793, 4.340, 3.031)
H (-1.900, 3.974, 1.639)
H (-1.005, 5.315, 1.506)
H (3.026, 4.548, -1.736)
H (2.543, 5.084, -4.118)
H (0.113, 5.383, -4.961)
H (-1.696, 4.338, -3.344)
H (-1.547, 3.580, -1.230)

Values from the calculation:
molar mass: 753.90 g/mol
multiplicity: 1
E_HOMO (spin up / spin down): -3.32 / -3.32 eV
HOMO-LUMO gap (spin up / spin down): 0.1962 / 0.1856 Eh
LUMO (spin up / spin down): 2.018 / 1.730 eV
electronic energy: -86762.5878 eV
total charge: -1
ΔE to the lowest compared entry with this formula, charge and spin: 0.00 kJ/mol